# 1
3 unconnected molecules or ions with the total composition C21H46N3O5 in a non-equilibrium geometry, computed with ωB97M-V/def2-TZVPD.

## Properties
Total charge: -1
Maximum force, eV/A: 7.25
Calculated total energy, eV: -37218.88334
Frontier orbital gap, eV: 4.0
Lowest unoccupied orbital energy, eV: 1.9022

Structure (XYZ):
```
75
C21H46N3O5 | OMol25 | ωB97M-V/def2-TZVPD
C 7.988 -6.194 0.613
C 6.954 -5.437 1.207
N 5.651 -4.892 1.760
O 5.278 -3.751 1.155
C 4.628 -3.985 -0.143
C 2.966 -4.115 -0.040
C 2.259 -2.672 0.281
C 2.491 -5.213 1.078
C 0.938 -5.716 0.955
C 0.511 -6.245 2.484
C 0.871 -7.092 0.006
H 8.911 -6.715 0.085
H 5.071 -4.868 -0.772
H 4.806 -2.999 -0.788
H 2.553 -4.458 -1.106
H 1.159 -2.907 0.677
H 2.129 -1.962 -0.641
H 2.803 -2.148 1.202
H 2.717 -4.726 2.144
H 3.221 -6.149 0.979
H 0.178 -4.893 0.583
H 1.394 -6.049 3.262
H 0.360 -7.427 2.499
H -0.439 -5.696 2.904
H 1.873 -7.699 0.032
H 0.679 -6.793 -1.116
H -0.024 -7.780 0.384
C 0.185 3.088 2.368
O -0.974 2.560 3.001
C -2.146 2.643 2.181
C -2.614 1.236 1.780
N -1.684 0.623 0.826
C -1.935 -0.805 0.597
C -1.729 -1.756 1.793
O -0.368 -1.866 2.214
C 0.044 -0.865 3.136
H 0.997 3.098 3.099
H 0.488 2.456 1.529
H 0.012 4.112 2.025
H -1.994 3.282 1.302
H -2.925 3.106 2.796
H -3.608 1.302 1.323
H -2.693 0.637 2.692
H -0.733 0.729 1.174
H -1.250 -1.116 -0.201
H -2.951 -0.931 0.205
H -2.016 -2.760 1.458
H -2.386 -1.524 2.638
H -0.771 -0.525 3.779
H 0.489 -0.026 2.601
H 0.824 -1.293 3.771
C -0.499 7.439 -3.560
O -1.839 7.053 -3.836
C -1.931 6.030 -4.835
C -2.453 4.725 -4.213
N -1.448 4.124 -3.330
C -1.970 3.021 -2.515
C -3.047 3.367 -1.468
O -2.569 4.186 -0.399
C -2.601 5.581 -0.669
H -0.524 8.299 -2.886
H 0.041 6.630 -3.062
H 0.022 7.731 -4.477
H -0.980 5.873 -5.359
H -2.661 6.379 -5.574
H -2.702 4.018 -5.012
H -3.369 4.962 -3.663
H -1.085 4.840 -2.704
H -1.110 2.594 -1.984
H -2.349 2.235 -3.178
H -3.357 2.425 -1.001
H -3.953 3.791 -1.915
H -3.418 5.862 -1.337
H -1.642 5.905 -1.074
H -2.742 6.105 0.281
```

Mulliken population analysis, charges in e, atoms 1 to 4:
1 C -0.26
2 C -0.34
3 N -0.60
4 O -0.20

***

# 2
A single C3H6FN3 molecule in a non-equilibrium geometry, computed with ωB97M-V/def2-TZVPD.

## Properties
Energy relative to the best compared isomer or geometry (same formula, charge and spin), kcal/mol: 46.2
SMILES: [H]/N=C\N/C(CF)=N\[H]
Maximum force, eV/A: 4.06
Calculated total energy, eV: -10393.60904
Frontier orbital gap, eV: 10.4
Lowest unoccupied orbital energy, eV: 0.6458

Structure (XYZ):
```
13
C3H6FN3 | OMol25 | ωB97M-V/def2-TZVPD
C 0.625 1.230 0.300
C 0.883 -0.254 -0.053
C -1.569 -0.795 -0.004
H 0.047 1.443 1.263
H 1.781 1.541 0.533
H 2.443 -1.501 -0.178
H -0.013 -1.825 -0.982
H -2.403 -1.719 -0.157
H -1.542 1.000 0.096
N 2.174 -0.573 0.060
N -0.180 -0.979 -0.478
N -2.205 0.296 0.213
F -0.043 2.134 -0.615
```

Mulliken population analysis, charges in e, atoms 1 to 4:
1 C -0.55
2 C 0.64
3 C -0.09
4 H 0.30

***

# 3
2 unconnected molecules or ions with the total composition O2P in a non-equilibrium geometry, computed with ωB97M-V/def2-TZVPD.

## Properties
Energy relative to the best compared isomer or geometry (same formula, charge and spin), kcal/mol: 147.5
Total charge: -1
Maximum force, eV/A: 3.88
Calculated total energy, eV: -13379.97596
Frontier orbital gap (alpha / beta), eV: 6.2 / 6.2
Lowest unoccupied orbital energy (alpha / beta), eV: 3.6481 / 3.6442

Structure (XYZ):
```
3
O2P | OMol25 | ωB97M-V/def2-TZVPD
O 0.297 -0.305 1.521
O -1.032 0.004 -1.773
P 0.736 0.301 0.251
```

Okay, here come the Mulliken numbers, in e, for every atom:
1 O -0.40
2 O -0.95
3 P 0.35

***

# 4
A single C4H7NO2 molecule, computed with ωB97M-V/def2-TZVPD.

## Properties
Energy relative to the best compared isomer or geometry (same formula, charge and spin), kcal/mol: 63.2
SMILES: N[C@H]1[C@H]2OCO[C@@H]12
Maximum force, eV/A: 0.74
Calculated total energy, eV: -9844.53801
Frontier orbital gap, eV: 9.7
Lowest unoccupied orbital energy, eV: 0.9572

Structure (XYZ):
```
14
C4H7NO2 | OMol25 | ωB97M-V/def2-TZVPD
C 1.073 0.407 0.022
C -0.182 0.964 -0.651
C -1.546 -0.749 -0.067
C -0.155 0.820 0.830
H 1.926 -1.301 0.691
H 1.911 -1.156 -0.935
H 1.894 1.125 0.051
H -0.171 1.911 -1.179
H -2.644 -0.832 -0.052
H -1.103 -1.751 -0.152
H -0.140 1.629 1.562
N 1.380 -0.989 -0.104
O -1.136 0.085 -1.143
O -1.107 -0.161 1.128
```

Mulliken population analysis, charges in e, atoms 1 to 4:
1 C -0.23
2 C -0.11
3 C -0.15
4 C -0.09